DFT (ωB97M-V with the def2-TZVPD basis set) results for a 3-piece molecular cluster, C5H18N2O2 overall at a distorted geometry.

Properties
LUMO energy: 0.682 eV
net charge: 0
frontier orbital gap: 9.11 eV
E_tot: -461.2496 Ha
HOMO energy: -8.43 eV
max |F|: 1.637 eV/Å
SMILES: CNC[C@H](C)NC.O.O

Last column: natural (NBO) charge in e.
Cartesian coordinates (Å):
1 C 2.43954 0.90291 -1.42867  -0.43
2 N 2.78235 0.55635 -0.04692  -0.62
3 C 1.79075 -0.20239 0.70682  -0.21
4 C 0.38658 0.41979 1.00889  -0.06
5 C -0.22614 -0.18015 2.29319  -0.63
6 N -0.44469 0.43240 -0.17903  -0.66
7 C -1.76569 1.07122 -0.00412  -0.43
8 H 3.17501 1.46266 -1.99840  0.20
9 H 1.47215 1.40978 -1.43078  0.19
10 H 2.26562 0.01932 -2.05965  0.18
11 H 2.97660 1.41916 0.43346  0.35
12 H 1.63244 -1.15384 0.19457  0.18
13 H 2.26114 -0.35182 1.67960  0.20
14 H 0.60169 1.47563 1.21485  0.17
15 H 0.46232 -0.04493 3.12484  0.21
16 H -0.27779 -1.25854 2.16771  0.19
17 H -1.18210 0.29295 2.47895  0.22
18 H -0.66884 -0.48378 -0.55210  0.35
19 H -2.03890 1.77946 -0.78185  0.19
20 H -2.61585 0.40294 0.14829  0.21
21 H -1.68950 1.69202 0.89696  0.19
22 O -2.37507 -2.54793 0.13678  -0.95
23 H -1.58311 -2.48897 0.65240  0.46
24 H -2.14332 -2.66103 -0.80244  0.49
25 O -1.81179 -1.07635 -2.55214  -0.94
26 H -2.35319 -0.39702 -2.98773  0.47
27 H -1.07020 -0.48983 -2.31347  0.47

Atoms 1-2, force components in eV/Å:
-1.318 -0.561 -0.231
0.226 0.053 -0.666